49
Properties=species:S:1:pos:R:3:forces:R:3:mulliken_charge:R:1 method="wB97M-V/def2-TZVPD" orbital_gap_ev=6.61 e_lumo_ev=2.01 relative_energy_kj_mol=0.0 charge=-1 energy_ev=-56927.9925
C 0.086491 -2.661604 3.019994 -0.6 0.3 -0.3 -0.95
C -1.248618 -2.873702 2.279187 0.4 -0.1 0.3 -0.29
S -1.141185 -3.178361 0.500750 -0.2 -0.2 0.0 -0.14
C -0.070472 -1.819984 -0.062892 -0.3 -0.7 0.1 -0.94
C -0.427674 -1.057549 -1.325763 0.5 -0.6 -0.4 1.74
C 0.844426 -0.220864 -1.702566 0.3 0.4 0.7 -1.58
C 1.794478 0.249190 -0.592715 -0.2 0.3 -0.3 -0.71
C 1.213437 1.200003 0.435459 0.7 -0.1 1.0 0.27
O 1.633419 2.537692 0.142552 -0.1 0.0 -0.3 -0.60
O -0.535907 -2.027251 -2.448634 -0.1 0.4 -0.1 -0.55
S -1.003172 -1.173196 -3.723323 0.0 0.0 -0.8 1.25
O 0.121766 -0.759631 -4.509120 0.2 0.1 0.3 -0.67
O -1.993105 -1.898531 -4.438548 -0.3 -0.1 0.4 -0.66
O -1.545843 0.082324 -2.940609 0.0 -0.7 -0.3 -0.47
C -1.801998 -0.364377 -1.486991 0.4 1.7 -1.5 0.71
N -1.928218 0.806505 -0.713804 0.4 -1.8 1.7 -0.39
C -2.705285 0.957048 0.287014 -0.6 0.6 -0.6 0.93
C -4.171952 1.277872 0.161410 0.2 -0.2 -0.5 -1.58
C -2.234940 0.931488 1.721437 0.3 0.9 -0.2 -1.31
C -3.182020 -1.164697 -1.691556 -0.6 0.2 0.3 0.35
O -4.054419 -0.420395 -2.141194 -0.3 0.8 -0.1 -0.74
O -3.244239 -2.348422 -1.416678 0.5 -1.1 0.5 -0.67
H 0.809210 -2.202793 2.351594 0.2 0.0 0.1 0.22
H 0.473900 -3.607896 3.384812 0.2 0.0 0.0 0.32
H -0.070563 -1.974418 3.851565 0.1 -0.1 0.2 0.27
H -1.957194 -2.074749 2.494427 0.1 0.2 -0.1 0.15
H -1.706396 -3.782507 2.668093 -0.2 0.0 -0.1 0.41
H 0.066699 -1.150190 0.780753 -0.1 0.3 -0.1 -0.26
H 0.902725 -2.270860 -0.249288 0.1 0.1 -0.1 0.79
H 0.617873 0.651104 -2.305552 -0.4 0.0 0.0 0.48
H 1.424129 -0.877293 -2.345919 0.0 -0.1 -0.1 0.38
H 2.585386 0.812909 -1.093494 0.1 0.0 0.0 0.27
H 2.320551 -0.562908 -0.093827 -0.2 -0.2 0.0 0.45
H 1.648867 0.939031 1.410482 -0.1 0.0 0.1 0.29
H 0.135623 1.125576 0.543016 -0.1 0.1 -0.5 -0.34
H 1.250704 3.112025 0.810689 0.0 0.1 0.0 0.32
H -4.391590 1.451804 -0.886035 -0.1 0.1 0.0 0.38
H -4.439041 2.130836 0.785496 -0.1 -0.1 0.2 0.50
H -4.737813 0.387890 0.446493 -0.1 0.0 0.2 0.34
H -2.981990 0.474313 2.364870 0.0 -0.2 0.0 0.40
H -2.164053 1.978648 2.040871 0.0 0.0 0.1 0.33
H -1.244471 0.505299 1.832283 -0.1 -0.3 0.1 0.26
C 5.583835 2.865873 -0.295344 0.0 0.1 -0.1 -0.74
N 4.924230 2.484192 0.981724 -0.1 0.1 -0.1 0.93
O 4.544204 3.379531 1.705137 0.0 0.0 0.1 -0.55
O 4.812537 1.298391 1.202420 0.0 0.0 0.1 -0.51
H 5.606522 3.946617 -0.357245 0.0 0.0 0.0 0.30
H 6.585988 2.448707 -0.280769 0.0 -0.1 0.0 0.30
H 4.995157 2.437311 -1.100663 0.0 -0.1 0.0 0.26